Here is a molecular structure, C4H7N4 in a non-equilibrium geometry from the Open Molecules 2025 dataset. Energies are from ωB97M-V with the def2-TZVPD basis set.

Geometry (Å):
H -1.905540 -1.786741 0.287978
H -1.273901 -2.986998 -0.816148
H -0.410538 2.559315 2.167621
N 1.952900 1.204767 0.264997
N -1.132272 -2.154733 -0.218866
N -1.266744 0.939522 0.990090
H 2.508115 1.854772 0.670491
H 0.907428 -2.084094 -1.815383
C -0.311423 2.104433 1.155976
C -0.315470 -1.125035 -0.571006
N 0.677656 -1.126646 -1.419467
C 0.753853 1.238910 0.500573
H -0.544606 2.898155 0.497760
C -0.394867 0.316481 0.362517
H 1.370467 -0.340015 -1.344493

Forces on the atoms, in the same order (eV/Å):
H -0.89 -0.38 0.57
H 0.17 0.73 0.60
H 0.95 -0.73 -0.43
N -0.39 -3.52 -1.97
N 1.53 1.54 -1.83
N -1.31 0.50 0.13
H 2.08 2.98 1.25
H 0.14 1.99 0.22
C -0.82 0.45 1.88
C -1.07 1.49 3.02
N 0.21 -1.39 0.23
C -1.28 0.58 1.29
H -0.67 0.77 -0.95
C 1.90 -3.90 -3.73
H -0.57 -1.11 -0.28

Results
Charge ... +1
Electronic energy ... -10212.74742 eV
Orbital gap ... 0.3660 Eh

These are the natural (NBO) partial charges, in e, on atoms 1 to 8:
1 H 0.434
2 H 0.436
3 H 0.253
4 N -0.575
5 N -0.727
6 N -0.254
7 H 0.379
8 H 0.440